28
Properties=species:S:1:pos:R:3:forces:R:3 method="wB97M-V/def2-TZVPD" de_lowest_ev=1.202 homo_energy_ha=-0.1398 charge=-1 total_energy_ev=-15156.51381
C 0.969729 -0.714593 -1.846679 -0.25 1.77 2.05
O -0.128122 -0.885289 -1.039866 -0.14 -0.83 0.25
C 2.081038 0.196798 -1.130645 -1.55 0.74 0.79
C 1.418357 1.070633 -0.026011 0.58 0.33 0.37
C 2.190290 0.923728 1.327953 -0.46 2.16 0.52
C 1.186283 0.731125 2.474913 0.15 -1.28 0.37
N 0.820549 -0.701505 2.285149 -1.62 0.91 1.77
H 1.504283 -1.634109 -2.072610 -0.12 -0.35 -0.91
H 0.659432 -0.035340 -2.658098 0.34 -0.82 -0.97
H 2.882180 -0.370059 -0.617606 -0.11 0.26 -0.88
H 2.370322 1.002613 -1.804146 1.11 -0.75 -0.59
H 1.467240 2.141802 -0.300961 0.27 -0.29 0.02
H 0.323067 0.904611 0.020374 0.72 -0.66 0.33
H 2.825618 1.804828 1.452470 -0.10 0.45 0.09
H 2.953703 0.140462 1.339089 -0.53 -0.37 -0.08
H 1.381448 0.975648 3.549312 1.43 -0.81 -0.57
H 0.322004 1.402346 2.511937 -0.40 -0.29 -1.46
H 1.640287 -1.274275 2.214098 0.09 -0.04 -0.31
H 0.210253 -0.803759 1.486201 0.35 -0.23 -0.42
H -2.194959 -1.127722 -2.045989 -0.08 -0.18 -0.23
H -1.676759 0.195388 -2.172364 0.18 -0.04 -0.21
O -2.324366 -0.363544 -2.628740 -0.19 0.17 0.33
H -3.128546 1.486427 0.666615 -0.46 -0.76 -0.14
H -1.900459 2.296796 0.536406 0.22 0.15 -0.04
O -2.820931 2.373487 0.800842 0.30 0.55 0.13
H -1.297615 -2.114912 -0.303245 0.31 0.43 -0.17
H -2.287003 -2.132640 0.892600 0.13 0.11 0.07
O -2.147001 -2.491675 0.015749 -0.17 -0.33 -0.10

---

12
Properties=species:S:1:pos:R:3:forces:R:3 method="wB97M-V/def2-TZVPD" de_lowest_ev=2.690 homo_energy_ha=-0.4564 charge=+1 total_energy_ev=-27368.45889
C -0.765458 1.609280 -0.232212 0.91 -0.69 0.48
C 0.439268 -0.333017 0.374359 -2.10 0.70 0.48
N 1.537754 -1.196182 -0.125558 -1.22 -0.81 -3.46
O 0.251773 0.771702 -0.533379 1.63 -0.26 -1.45
S -2.206248 0.296154 0.120286 -1.20 -0.12 -1.39
S -1.096930 -1.338496 -0.121192 -0.15 -0.41 -0.46
H -0.675126 1.859960 0.808730 -0.06 1.13 0.39
H -0.921600 2.448360 -0.992171 -0.13 -1.63 1.03
H -2.051002 0.278110 1.415771 0.01 0.58 1.30
H 1.708985 -1.436615 -1.150847 -0.30 1.41 0.56
H 1.461280 -2.147112 0.159939 -0.41 -0.87 1.52
H 2.317304 -0.812147 0.276270 3.01 0.96 1.01